# 1
{"formula": "C29H32As2HfN4O2S", "method": "the ωB97M-V functional and the def2-TZVPD basis", "energy_ha": -6411.17861, "homo_lumo_gap_ev": 7.75, "fmax_ev_per_a": 1.11, "homo_ev": -13.595, "relative_energy_ev": 0.000, "charge": 2, "elements": ["Hf", "C", "As", "C", "C", "C", "C", "C", "C", "C", "As", "C", "C", "H", "H", "H", "H", "H", "H", "H", "H", "H", "H", "H", "H", "H", "H", "H", "H", "S", "C", "C", "C", "C", "C", "C", "C", "C", "C", "N", "H", "H", "H", "H", "H", "H", "O", "C", "O", "C", "C", "C", "C", "C", "N", "H", "H", "H", "H", "C", "N", "C", "C", "N", "C", "H", "H", "H", "H", "H", "H"], "coordinates": [[-0.62, 0.18, 0.28], [1.16, -3.69, -1.14], [0.11, -2.08, -1.33], [-1.16, -2.64, -2.66], [1.35, -0.92, -2.32], [1.33, -0.89, -3.71], [2.28, -0.16, -4.41], [3.27, 0.53, -3.73], [3.29, 0.53, -2.35], [2.32, -0.17, -1.63], [2.26, -0.21, 0.31], [3.63, -1.54, 0.62], [3.18, 1.34, 1.02], [1.62, -3.89, -2.11], [0.50, -4.51, -0.87], [1.92, -3.59, -0.38], [-0.64, -3.18, -3.45], [-1.68, -1.78, -3.07], [-1.88, -3.30, -2.18], [0.58, -1.44, -4.26], [2.26, -0.15, -5.50], [4.03, 1.07, -4.28], [4.07, 1.08, -1.83], [4.56, -1.06, 0.32], [3.45, -2.40, 0.00], [3.68, -1.83, 1.67], [4.05, 1.60, 0.42], [3.52, 1.06, 2.01], [2.52, 2.20, 1.12], [-2.06, 2.01, 4.28], [-2.71, 3.04, 3.10], [-2.37, 2.66, 1.84], [-1.55, 1.49, 1.79], [-1.31, 1.05, 3.08], [-0.57, -0.18, 3.41], [-0.34, -0.63, 4.70], [0.32, -1.83, 4.90], [0.75, -2.56, 3.79], [0.51, -2.04, 2.54], [-0.14, -0.88, 2.34], [-3.32, 3.89, 3.39], [-2.71, 3.21, 0.97], [-0.68, -0.05, 5.55], [0.50, -2.19, 5.90], [1.26, -3.50, 3.90], [0.83, -2.57, 1.65], [-3.85, 1.08, -1.52], [-3.11, 0.27, -1.07], [-1.78, 0.20, -1.33], [-3.51, -0.78, -0.07], [-4.82, -1.20, 0.05], [-5.09, -2.19, 0.98], [-4.06, -2.69, 1.75], [-2.78, -2.18, 1.59], [-2.50, -1.24, 0.69], [-5.58, -0.76, -0.58], [-6.10, -2.56, 1.10], [-4.23, -3.47, 2.49], [-1.96, -2.53, 2.21], [1.84, 5.00, -2.20], [0.89, 4.01, -1.70], [-0.49, 4.08, -1.77], [-0.95, 2.95, -1.19], [0.12, 2.18, -0.75], [1.20, 2.87, -1.08], [1.27, 5.80, -2.68], [2.49, 4.55, -2.94], [2.42, 5.42, -1.38], [-1.00, 4.90, -2.24], [-1.98, 2.64, -1.10], [2.22, 2.58, -0.92]]}

# 2
{"formula": "C3H9BrP", "method": "the ωB97M-V functional and the def2-TZVPD basis", "energy_ha": -3034.78034, "homo_lumo_gap_ev": 10.89, "fmax_ev_per_a": 0.60, "homo_ev": -14.429, "relative_energy_ev": 0.631, "charge": 1, "elements": ["C", "C", "Br", "C", "P", "H", "H", "H", "H", "H", "H", "H", "H", "H"], "coordinates": [[-0.12, -1.46, -1.01], [-0.47, 0.01, -0.97], [0.88, 1.04, -1.92], [-0.69, 0.51, 0.47], [0.81, 0.92, 1.40], [-0.99, -2.05, -0.78], [0.24, -1.71, -1.99], [0.68, -1.67, -0.31], [-1.40, 0.17, -1.48], [-1.17, -0.29, 1.01], [-1.34, 1.38, 0.48], [0.43, 1.67, 2.51], [1.42, -0.23, 1.89], [1.72, 1.70, 0.69]]}

# 3
{"formula": "C15H18", "method": "the ωB97M-V functional and the def2-TZVPD basis", "energy_ha": -582.29110, "s2": 0.76, "multiplicity": 2, "homo_lumo_gap_ev": [2.52, 6.65], "fmax_ev_per_a": 2.00, "homo_ev": [0.686, -3.448], "relative_energy_ev": 0.942, "charge": -1, "elements": ["C", "C", "C", "C", "C", "C", "C", "H", "H", "H", "H", "H", "H", "H", "H", "C", "C", "C", "C", "C", "C", "C", "C", "H", "H", "H", "H", "H", "H", "H", "H", "H", "H"], "coordinates": [[4.90, -0.84, -0.28], [0.74, -1.67, -1.36], [1.66, -1.09, -2.27], [1.22, -1.76, -0.04], [2.98, -0.90, -2.00], [2.54, -1.56, 0.29], [3.47, -1.05, -0.65], [-0.27, -2.05, -1.60], [1.20, -0.73, -3.19], [0.64, -2.26, 0.75], [3.62, -0.45, -2.75], [2.86, -2.07, 1.22], [5.17, 0.24, -0.11], [5.61, -1.20, -1.02], [5.02, -1.47, 0.66], [-3.04, -0.62, 1.31], [-2.49, -1.84, 0.54], [-2.43, 0.74, 1.08], [-3.15, 1.87, 1.46], [-1.23, 0.90, 0.38], [-2.80, 3.13, 1.09], [-0.86, 2.24, 0.01], [-1.66, 3.33, 0.32], [-4.11, -0.65, 1.06], [-3.01, -0.89, 2.35], [-2.42, -1.71, -0.56], [-3.98, 1.74, 2.15], [-0.59, 0.10, 0.01], [-3.31, 4.01, 1.48], [-0.04, 2.30, -0.69], [-1.50, 4.25, -0.21], [-3.09, -2.73, 0.68], [-1.45, -2.04, 0.71]]}